12
Properties=species:S:1:pos:R:3:lowdin_charge:R:1 method="wB97M-V/def2-TZVPD" smiles="C=CCl.CS" e_above_lowest_kj_mol=138.5 e_homo_ev=-9.02 multiplicity=1 charge=0
C -1.8050 -2.2550 1.0800 -0.073
C 2.2205 1.6718 -1.0796 -0.447
C -2.0791 -1.2614 0.3022 -0.682
S 1.8451 1.4176 0.7842 0.531
Cl -1.3909 -0.9507 -1.2324 0.591
H -2.4062 -2.3892 1.9269 0.045
H -1.0442 -2.9548 0.9694 0.044
H 0.5898 1.9069 0.8172 -0.187
H 3.0674 2.4560 -1.1747 0.039
H 1.2050 2.0750 -1.4909 0.048
H 2.5509 0.7011 -1.5076 0.013
H -2.7533 -0.4174 0.6054 0.078